(1)
C13H35BNO9PS3Si2 | the ωB97M-V functional and the def2-TZVPD basis

Values from the calculation:
Gap between HOMO and LUMO in Ha: 0.273
HOMO in eV: -7.45
Net charge: 0

Positions of all 65 atoms, in Å:
C: 1.7925 0.7409 3.9785
B: 0.6445 0.6623 2.8574
O: -0.6956 0.5817 3.3364
Si: 0.9242 0.7082 0.9014
O: 1.5332 -0.7389 0.2148
Si: 3.0283 -1.2865 0.8246
P: 2.0807 2.5440 0.3786
N: 1.2071 3.1777 -1.0017
O: 3.6298 2.0886 -0.1660
H: 2.2513 -0.2506 4.0163
H: 1.4054 1.0418 4.9489
H: 2.5306 1.4625 3.6159
H: -1.0842 1.4258 3.1349
H: -0.4248 0.9057 0.3020
H: 3.5757 -0.4400 1.8913
H: 2.8528 -2.6727 1.3051
H: 4.0090 -1.3561 -0.2797
H: 0.2274 3.0841 -0.7713
H: 1.3740 4.1707 -1.0813
H: 4.1545 2.1806 0.6151
C: -1.2739 5.0860 5.5880
C: -2.1875 5.7255 4.5360
C: -1.2849 6.3752 3.4803
S: 0.2408 5.4325 3.4784
O: 1.3089 6.2841 3.9394
O: 0.3489 4.6905 2.2422
C: -0.2099 4.3244 4.8063
H: -1.8248 4.4268 6.2575
H: -0.8043 5.8648 6.1930
H: -2.8040 4.9531 4.0700
H: -2.8619 6.4574 4.9787
H: -1.7237 6.3393 2.4862
H: -1.0389 7.4034 3.7390
H: 0.6726 4.0817 5.3938
H: -0.6210 3.4217 4.3599
C: -1.1801 -3.5384 -0.0910
C: -1.1888 -4.3741 -1.3754
C: 0.0110 -5.3235 -1.3137
S: 0.3255 -5.6172 0.4262
O: 1.6112 -5.0527 0.7623
O: -0.0114 -6.9822 0.7590
C: -0.9475 -4.5276 1.0466
H: -2.1114 -2.9886 0.0418
H: -0.3632 -2.8125 -0.1282
H: -2.1145 -4.9541 -1.4282
H: -1.1409 -3.7480 -2.2619
H: -0.1910 -6.2730 -1.8026
H: 0.9032 -4.8697 -1.7416
H: -0.6095 -4.0592 1.9687
H: -1.8346 -5.1320 1.2359
C: -1.6941 -1.2931 -6.7682
C: -0.2258 -1.5222 -7.1454
C: 0.5447 -1.7891 -5.8472
S: -0.6345 -2.5126 -4.7079
O: -0.8325 -1.6031 -3.6050
O: -0.3025 -3.9021 -4.4930
C: -2.0505 -2.4087 -5.7917
H: -2.3440 -1.3056 -7.6422
H: -1.8038 -0.3217 -6.2805
H: -0.1504 -2.3903 -7.8041
H: 0.1915 -0.6699 -7.6799
H: 1.3672 -2.4847 -5.9938
H: 0.9140 -0.8676 -5.4004
H: -2.9440 -2.2054 -5.2056
H: -2.1460 -3.3668 -6.3026

---

(2)
C15H28F3NO13S2Si2 | the ωB97M-V functional and the def2-TZVPD basis

Values from the calculation:
Gap between HOMO and LUMO in Ha: 0.325
HOMO in eV: -9.64
Net charge: 0

Positions of all 64 atoms, in Å:
C: -2.4914 0.0307 3.1231
C: -2.2962 1.3564 2.1418
C: -1.6895 2.5605 3.0797
C: -1.2167 0.9042 0.9754
C: -1.6718 1.4206 -0.5365
Si: -1.4879 -0.1108 -1.7081
C: -0.6058 0.3352 -3.4067
C: 0.6170 -0.7686 -3.6241
O: 0.1378 -2.1736 -3.4038
C: 1.0266 -2.8747 -2.4560
O: 0.6253 -3.3484 -1.2451
O: -3.0929 -0.7310 -2.0488
Si: -3.5164 -2.1144 -1.0549
C: -4.0339 -3.5293 -2.3127
F: -2.1884 -2.7918 -0.1010
N: -4.8281 -1.6965 0.1151
C: -5.7360 -2.8671 0.4157
O: -6.9813 -3.0501 -0.0314
F: -5.1855 -3.9053 1.3622
C: -5.5808 -0.4446 -0.2733
O: -6.1204 -0.1791 -1.4675
F: -5.7967 0.6113 0.7859
H: -3.1759 -0.7914 2.6390
H: -2.9153 0.3162 4.1787
H: -1.4113 -0.4481 3.2937
H: -3.3154 1.6043 1.6169
H: -1.8967 3.6125 2.5973
H: -2.1342 2.4816 4.1829
H: -0.5161 2.3680 3.1812
H: -1.1598 -0.2839 0.9674
H: -0.1479 1.3592 1.2348
H: -2.7725 1.8219 -0.5761
H: -0.9156 2.2315 -0.9342
H: -0.5847 -1.0404 -1.0454
H: -1.3481 0.2406 -4.3185
H: -0.1835 1.4459 -3.3286
H: 1.4373 -0.5291 -2.7933
H: 1.0775 -0.7215 -4.7049
H: 2.1749 -3.0005 -2.7170
H: -3.0413 -3.7459 -2.9398
H: -4.2966 -4.5382 -1.7794
H: -4.8367 -3.1747 -3.0899
C: 6.5662 -0.2010 -3.3134
C: 5.6213 -0.7308 -2.2381
O: 4.5241 0.1796 -2.2240
S: 4.2978 0.7601 -3.7314
O: 3.2455 -0.0089 -4.3578
O: 4.2876 2.2031 -3.6686
O: 5.7228 0.2779 -4.3597
H: 7.1564 0.6417 -2.9390
H: 7.2387 -0.9762 -3.6904
H: 6.0948 -0.7793 -1.2547
H: 5.2356 -1.7203 -2.5053
C: 3.7722 2.0319 5.3027
C: 2.3963 2.6688 5.4789
O: 1.9973 3.0637 4.1682
S: 2.6187 2.0131 3.0862
O: 1.5980 1.0408 2.7640
O: 3.3367 2.7629 2.0819
O: 3.7014 1.3042 4.0777
H: 4.5499 2.7957 5.2007
H: 4.0264 1.3631 6.1294
H: 2.4189 3.5300 6.1509
H: 1.6683 1.9386 5.8478

---

(3)
C5H8N3O4 | the ωB97M-V functional and the def2-TZVPD basis

Values from the calculation:
Gap between HOMO and LUMO (spin up / spin down) in Ha: 0.259 / 0.259
HOMO (spin up / spin down) in eV: -13.68 / -13.68
Net charge: +1

Positions of all 20 atoms, in Å:
C: -0.5981 -0.5834 0.6187
C: 1.3000 1.4522 1.1653
C: -0.6145 -1.6465 -1.5422
C: -1.7565 0.6985 -1.0966
C: -0.9436 -0.5180 -0.6141
N: -0.5802 -0.6920 1.8656
N: 1.4608 1.3405 2.3662
N: 1.7518 1.0204 -0.0398
O: 2.9331 0.3763 -0.0463
O: 1.5558 1.8333 3.3918
O: 1.1314 1.1245 -1.0504
O: 0.3245 -0.3261 2.7550
H: 0.2096 -1.4426 -2.2478
H: -1.5328 -1.6483 -2.0169
H: -0.3647 -2.5436 -1.0795
H: -1.3143 1.0711 -2.0195
H: -1.8731 1.3526 -0.2814
H: -2.8634 0.4492 -1.3549
H: 3.1836 -0.0413 -0.9556
H: -1.4094 -1.2769 2.1825

---

(4)
C7H8N3O | the ωB97M-V functional and the def2-TZVPD basis

Values from the calculation:
Gap between HOMO and LUMO (spin up / spin down) in Ha: 0.282 / 0.282
HOMO (spin up / spin down) in eV: -15.28 / -15.28
Net charge: +1

Positions of all 19 atoms, in Å:
C: -0.1388 -0.9935 2.1578
C: 0.8620 -1.8858 2.0501
C: -0.1338 0.1261 1.1815
C: 0.9846 0.2022 0.1089
C: 2.0255 -1.8164 1.0281
C: -0.4168 1.6947 -0.1668
C: -1.9770 1.1014 -2.4515
N: -0.9603 1.0765 0.9575
N: 1.9096 -0.7351 0.0626
N: 0.6907 1.1880 -0.7391
O: 2.9212 -2.5500 0.9089
H: -0.7611 -0.9116 3.0063
H: 0.9015 -2.8881 2.5517
H: -0.6774 2.7151 -0.4554
H: -1.9650 0.0687 -2.2424
H: -1.8605 1.4316 -1.4361
H: -2.8868 1.5247 -2.9408
H: 2.5578 -0.8492 -0.6725
H: -1.0753 1.5008 -2.9090

---

Number 1: strongest force on any atom 0.0497 Eh/bohr. Number 2: strongest force on any atom 0.1944 Eh/bohr. Number 3: strongest force on any atom 0.0559 Eh/bohr. Number 4: strongest force on any atom 0.0705 Eh/bohr.